No. 1
This record from the Open Molecules 2025 dataset describes a structure of composition C35H68N2O11Si2 in a non-equilibrium geometry. The level of theory is ωB97M-V with the def2-TZVPD basis set.

```
118
Properties=species:S:1:pos:R:3:mulliken_charge:R:1
C 0.33 7.05 0.90 -0.296
C 0.18 5.85 0.36 -0.537
C -0.02 4.41 -0.34 0.901
C 1.30 3.90 -1.15 -0.571
C 0.92 2.81 -2.32 -0.370
Si 0.54 1.15 -1.42 -0.099
C -1.40 1.03 -1.31 -0.123
C -1.87 -0.26 -0.44 -0.066
C -2.03 0.16 1.10 -0.033
N -1.86 1.58 1.54 -0.252
O -2.31 -0.71 2.02 -0.578
O 1.07 -0.28 -2.24 -0.474
Si 2.32 -1.15 -1.41 -0.032
C 4.11 -0.65 -1.91 -0.150
C 4.37 0.94 -1.97 -0.346
C 4.73 1.61 -0.55 0.555
O 5.13 0.98 0.48 -0.444
O 4.63 3.06 -0.46 -0.465
C 2.19 -1.15 0.50 0.801
C 2.59 -2.62 1.06 -1.392
N 3.59 -2.63 2.17 0.232
C 5.01 -2.53 1.69 0.156
C 5.43 -3.98 1.05 -1.095
C 3.28 -1.66 3.24 0.448
C 1.85 -1.63 4.05 -0.618
O 4.11 -0.72 3.59 -0.551
H 0.49 8.11 1.33 0.366
H -0.96 4.41 -1.00 -0.291
H -0.23 3.64 0.51 -0.159
H 1.88 4.80 -1.58 0.378
H 1.98 3.39 -0.35 0.029
H -0.05 3.25 -2.82 0.447
H 1.72 2.74 -3.15 0.495
H 1.01 1.30 -0.04 -0.011
H -1.90 2.02 -1.02 -0.078
H -1.74 0.81 -2.41 0.410
H -2.89 -0.62 -0.85 0.303
H -1.08 -1.09 -0.54 -0.050
H -0.89 1.77 1.84 0.221
H -2.50 1.73 2.35 0.300
H 2.18 -2.57 -1.83 -0.335
H 4.86 -1.17 -1.19 0.150
H 4.34 -1.07 -2.98 0.362
H 3.51 1.45 -2.54 -0.225
H 5.32 1.09 -2.64 0.393
H 5.39 3.31 0.15 0.360
H 1.15 -0.90 0.93 -0.078
H 2.90 -0.30 0.88 0.200
H 1.63 -3.13 1.47 0.160
H 2.91 -3.26 0.15 0.438
H 5.18 -1.65 0.95 -0.135
H 5.77 -2.36 2.56 0.402
H 6.50 -4.29 1.32 0.332
H 5.34 -4.00 -0.10 0.247
H 4.70 -4.77 1.46 0.289
H 1.87 -0.76 4.81 0.268
H 1.06 -1.31 3.25 -0.032
H 1.60 -2.64 4.54 0.293
C -3.19 -3.76 -2.40 -1.099
C -2.81 -2.67 -3.37 0.884
O -2.82 -1.50 -3.05 -0.486
C -2.40 -3.09 -4.76 -1.230
H -3.46 -3.31 -1.44 0.237
H -4.06 -4.30 -2.78 0.373
H -2.35 -4.43 -2.25 0.328
H -3.23 -3.61 -5.25 0.385
H -1.53 -3.74 -4.71 0.333
H -2.15 -2.21 -5.35 0.287
C 5.03 3.87 5.07 -1.097
C 6.09 3.59 4.04 0.751
O 7.00 4.38 3.84 -0.584
C 6.00 2.29 3.28 -0.671
H 5.22 4.83 5.54 0.322
H 4.05 3.90 4.58 0.296
H 5.04 3.09 5.83 0.316
H 5.06 2.26 2.71 0.051
H 6.05 1.45 3.97 0.395
H 6.83 2.23 2.57 0.235
C 6.04 -0.49 -7.03 -1.147
C 4.86 -0.70 -6.12 0.748
O 5.00 -0.89 -4.93 -0.522
C 3.49 -0.68 -6.75 -0.982
H 6.96 -0.54 -6.44 0.301
H 6.07 -1.28 -7.79 0.334
H 5.97 0.49 -7.50 0.339
H 3.41 -1.47 -7.50 0.348
H 3.31 0.30 -7.21 0.326
H 2.73 -0.84 -5.98 0.173
C -4.59 -1.35 3.82 -0.998
C -5.42 -2.38 4.54 0.835
O -5.02 -3.52 4.69 -0.582
C -6.76 -1.95 5.06 -1.026
H -3.65 -1.80 3.50 0.305
H -5.12 -0.99 2.94 0.295
H -4.37 -0.52 4.50 0.331
H -7.40 -1.62 4.23 0.280
H -6.64 -1.15 5.79 0.391
H -7.25 -2.80 5.55 0.172
C -9.29 -4.72 1.92 -1.091
C -9.25 -4.49 3.41 0.890
O -9.93 -3.62 3.93 -0.562
C -8.35 -5.37 4.23 -1.086
H -9.98 -4.01 1.46 0.306
H -8.29 -4.57 1.50 0.292
H -9.63 -5.73 1.71 0.331
H -7.32 -5.25 3.91 0.269
H -8.66 -6.42 4.12 0.403
H -8.43 -5.09 5.28 0.251
C -4.00 5.80 -3.79 -1.261
C -3.54 4.81 -2.75 0.875
O -2.60 4.06 -2.97 -0.480
C -4.28 4.78 -1.44 -1.020
H -3.37 5.71 -4.68 0.304
H -5.04 5.59 -4.06 0.345
H -3.90 6.82 -3.40 0.351
H -5.33 4.53 -1.61 0.410
H -4.20 5.75 -0.95 0.323
H -3.84 4.02 -0.79 0.155
```

Output
- net charge = 0
- E_LUMO (hartree) = 0.0126
- max |F| (eV/Å) = 6.93
- molecular weight (Da) = 749.10

No. 2
This record from the Open Molecules 2025 dataset describes a cluster of 4 separate species, C35H68N5O5PS2 in total in a non-equilibrium geometry. The level of theory is ωB97M-V with the def2-TZVPD basis set.

```
116
Properties=species:S:1:pos:R:3:mulliken_charge:R:1
C 4.07 -1.27 4.92 -0.462
C 4.06 -1.42 3.60 -0.704
C 4.10 -1.54 1.99 0.332
C 3.05 -2.42 1.16 0.850
C 1.92 -3.19 2.01 -0.854
C 0.40 -3.08 1.45 -0.567
P -0.25 -1.32 1.20 0.873
O -0.47 -0.74 2.63 -0.819
O 0.80 -0.28 0.35 -0.062
C 0.27 1.10 0.40 -0.313
C 1.31 2.16 -0.29 -0.588
O -1.79 -1.24 0.42 -0.525
C -2.00 -2.34 -0.51 0.632
C -2.83 -1.81 -1.83 -1.065
C 3.22 -2.51 -0.45 0.683
C 2.18 -3.39 -1.35 -0.161
C 2.17 -4.97 -0.98 -1.135
C 4.41 -1.74 -1.17 -0.279
C 4.71 -1.79 -2.75 -0.661
S 5.03 -0.08 -3.50 0.943
O 4.06 0.24 -4.62 -0.598
O 6.50 -0.08 -3.96 -0.614
C 5.42 -0.88 -0.28 0.457
N 6.60 -0.12 -0.66 -0.538
S 7.42 0.66 0.62 0.200
N 6.36 0.10 1.88 -0.653
C 5.32 -0.74 1.30 0.234
H 4.13 -0.75 5.95 0.365
H 2.22 -4.32 1.98 0.348
H 1.88 -2.91 3.12 0.365
H -0.27 -3.54 2.29 0.469
H 0.23 -3.79 0.53 0.418
H -0.78 1.15 -0.08 0.163
H 0.13 1.48 1.49 0.334
H 2.36 1.70 -0.20 0.099
H 0.97 2.38 -1.36 0.097
H 1.29 3.12 0.38 0.233
H -2.72 -3.11 -0.01 -0.022
H -1.05 -2.82 -0.93 -0.186
H -3.23 -0.74 -1.70 0.219
H -3.63 -2.56 -2.18 0.230
H -2.05 -1.75 -2.70 0.340
H 1.14 -2.87 -1.18 -0.296
H 2.38 -3.31 -2.48 0.421
H 1.88 -5.21 0.10 0.200
H 3.18 -5.41 -1.32 0.374
H 1.34 -5.44 -1.65 0.321
H 5.67 -2.42 -2.92 0.390
H 3.88 -2.25 -3.40 0.245
H 4.98 0.82 -2.43 0.168
C -0.54 2.06 -4.44 -1.000
C -1.18 3.38 -4.84 -0.333
N -2.58 3.51 -4.41 0.089
C -3.27 4.64 -5.04 -0.706
C -2.77 6.04 -4.71 -0.949
C -2.84 3.33 -2.99 -0.473
C -2.11 4.25 -2.01 -0.933
H -1.13 1.21 -4.81 0.287
H 0.46 1.98 -4.88 0.496
H -0.42 1.96 -3.36 -0.130
H -1.14 3.44 -5.93 0.441
H -0.56 4.20 -4.45 0.251
H -4.34 4.58 -4.80 0.344
H -3.21 4.51 -6.12 0.415
H -3.06 6.35 -3.70 0.218
H -3.22 6.76 -5.40 0.395
H -1.69 6.13 -4.80 0.274
H -2.60 2.29 -2.72 0.134
H -3.92 3.41 -2.80 0.349
H -1.04 4.35 -2.24 0.197
H -2.17 3.83 -1.00 0.386
H -2.56 5.24 -1.97 0.291
C 5.53 5.42 5.67 -1.458
C 4.95 4.20 4.97 -0.218
N 3.59 4.40 4.47 0.173
C 2.93 3.16 4.07 -1.070
C 3.52 2.39 2.89 0.222
C 3.39 5.53 3.57 -0.698
C 4.23 5.57 2.29 -0.854
H 4.88 5.77 6.47 0.332
H 6.50 5.17 6.11 0.435
H 5.70 6.25 4.97 0.298
H 4.94 3.39 5.70 0.414
H 5.63 3.89 4.17 0.199
H 1.87 3.36 3.86 0.343
H 2.92 2.49 4.94 0.365
H 3.30 2.88 1.94 -0.322
H 3.08 1.39 2.84 0.074
H 4.61 2.27 2.98 0.277
H 3.59 6.46 4.13 0.382
H 2.33 5.61 3.30 0.317
H 5.28 5.34 2.46 0.227
H 4.19 6.58 1.86 0.375
H 3.83 4.89 1.53 0.186
C -5.05 -3.52 1.81 -1.596
C -5.85 -3.78 0.53 -0.339
N -5.88 -5.18 0.13 0.147
C -6.39 -5.38 -1.23 -0.587
C -7.84 -5.00 -1.50 -0.991
C -6.37 -6.13 1.13 -0.675
C -7.77 -5.91 1.69 -0.963
H -4.03 -3.92 1.72 0.334
H -4.97 -2.44 1.99 0.432
H -5.52 -3.97 2.68 0.417
H -5.37 -3.19 -0.26 0.445
H -6.85 -3.37 0.66 0.271
H -6.23 -6.43 -1.52 0.378
H -5.75 -4.81 -1.91 0.253
H -8.53 -5.73 -1.07 0.231
H -8.02 -4.99 -2.58 0.413
H -8.09 -4.01 -1.12 0.266
H -5.67 -6.13 1.97 0.365
H -6.30 -7.15 0.73 0.362
H -7.96 -4.87 1.95 0.253
H -7.90 -6.50 2.60 0.369
H -8.54 -6.24 0.98 0.268
```

Output
- SMILES = C#Cc1c(CCP(=O)(OCC)OCC)c(CC)c(C[SH](=O)=O)c2nsnc12.CCN(CC)CC.CCN(CC)CC.CCN(CC)CC
- net charge = 0
- E_LUMO (hartree) = -0.0717
- max |F| (eV/Å) = 6.94
- molecular weight (Da) = 734.07